The following is a quantum chemistry calculation of 2 unconnected molecules or ions with the total composition C4H10O3, from OMol25.

Atoms and positions in Å:
O1 0.395 -2.307 -2.292
C1 0.241 -2.240 -1.136
C2 -0.489 -1.185 -0.268
C3 -0.332 0.250 -0.931
C4 -1.066 1.509 -0.525
O2 1.039 0.511 -0.628
H1 0.653 -2.861 -0.385
H2 -0.112 -1.313 0.743
H3 -1.568 -1.303 -0.334
H4 -0.283 0.112 -1.987
H5 -1.835 1.851 -1.254
H6 -0.449 2.401 -0.350
H7 -1.433 1.372 0.506
H8 1.205 1.010 0.197
H9 1.075 1.517 2.930
H10 1.920 0.184 2.929
O3 1.038 0.492 2.784

Results
maximum force = 4.1 eV/A
frontier orbital gap = 9.85 eV
SMILES string = C[C@@H](O)CC=O.O

The following is a quantum chemistry calculation of 13 unconnected molecules or ions with the total composition C4H33N2O14, from OMol25.

Atoms and positions in Å:
O1 0.618 1.554 -3.060
C1 0.210 1.439 -1.871
O2 -0.738 2.132 -1.407
C2 0.860 0.411 -0.957
C3 -0.230 -0.418 -0.253
C4 -0.096 -1.908 -0.518
N1 -1.269 -2.596 -0.002
N2 1.820 1.102 -0.071
H1 1.504 -0.210 -1.586
H2 -1.168 -0.113 -0.707
H3 -0.175 -0.309 0.831
H4 0.137 -2.069 -1.561
H5 0.741 -2.335 0.002
H6 -1.396 -3.558 -0.312
H7 -2.115 -2.119 -0.300
H8 1.916 0.637 0.817
H9 1.454 1.979 0.299
H10 -1.255 -2.161 1.832
H11 -1.788 -0.849 2.539
O3 -1.264 -1.658 2.683
H12 3.170 -1.281 2.244
H13 4.296 -0.444 2.675
O4 4.136 -1.262 2.165
H14 -3.622 -0.537 1.605
H15 -2.331 -0.327 0.827
O5 -3.003 -0.987 1.035
H16 3.257 -0.688 -0.882
H17 4.485 -0.411 -0.140
O6 4.183 -0.952 -0.874
H18 0.033 -0.777 3.573
H19 1.169 -1.491 4.245
O7 0.989 -0.666 3.800
H20 -1.124 -0.765 -3.458
H21 -1.166 0.758 -3.469
O8 -1.719 -0.029 -3.270
H22 2.240 1.964 -3.133
H23 3.524 2.268 -2.476
O9 3.007 2.579 -3.226
H24 -1.345 1.511 1.829
H25 -1.077 1.370 3.266
O10 -1.371 0.808 2.534
H26 -3.009 -1.865 -3.507
H27 -2.727 -3.368 -3.624
O11 -2.709 -2.627 -3.008
H28 2.559 1.731 2.669
H29 2.068 0.547 3.411
O12 2.892 1.084 3.327
H30 -3.656 1.588 -2.888
H31 -3.059 1.959 -1.651
O13 -3.957 1.945 -2.043
H32 -0.810 2.720 0.158
H33 -1.848 3.712 0.892
O14 -1.241 2.980 1.000

Results
charge = -1
maximum force = 2.1 eV/A
frontier orbital gap = 9.09 eV

The following is a quantum chemistry calculation of 11 unconnected molecules or ions with the total composition C44H110O22, from OMol25.

Atoms and positions in Å:
C1 -2.368 -1.088 3.760
O1 -3.086 -0.080 4.449
C2 -2.346 1.075 4.767
C3 -3.275 2.123 5.369
O2 -4.086 2.768 4.434
C4 -5.221 2.034 4.028
H1 -2.991 -1.980 3.817
H2 -1.424 -1.244 4.289
H3 -2.282 -0.796 2.709
H4 -1.799 1.491 3.908
H5 -1.523 0.817 5.452
H6 -2.593 2.829 5.847
H7 -3.820 1.605 6.165
H8 -5.968 1.772 4.785
H9 -4.940 1.104 3.536
H10 -5.751 2.678 3.327
C5 1.982 -4.376 2.883
O3 3.182 -3.625 2.949
C6 3.301 -2.935 4.180
C7 2.176 -1.927 4.432
O4 0.840 -2.370 4.540
C8 0.400 -2.990 5.741
H11 1.693 -4.898 3.801
H12 2.159 -5.196 2.180
H13 1.177 -3.753 2.495
H14 4.173 -2.277 4.190
H15 3.468 -3.643 5.001
H16 2.116 -1.403 3.471
H17 2.421 -1.282 5.285
H18 0.531 -2.281 6.561
H19 0.971 -3.898 5.962
H20 -0.619 -3.315 5.551
C9 -0.394 8.890 -1.217
O5 -1.446 8.789 -0.236
C10 -2.522 7.965 -0.651
C11 -2.323 6.457 -0.726
O6 -2.228 5.863 0.529
C12 -2.321 4.461 0.426
H21 -0.677 9.736 -1.851
H22 -0.288 7.961 -1.770
H23 0.464 9.187 -0.622
H24 -2.874 8.381 -1.610
H25 -3.336 8.295 0.003
H26 -1.411 6.238 -1.310
H27 -3.148 6.058 -1.336
H28 -2.287 4.003 1.414
H29 -1.494 4.068 -0.176
H30 -3.285 4.129 0.024
C13 2.344 -5.897 -3.294
O7 1.739 -4.693 -3.718
C14 0.612 -4.974 -4.560
C15 0.086 -3.623 -5.031
O8 0.675 -3.099 -6.194
C16 0.343 -1.757 -6.365
H31 2.954 -6.320 -4.101
H32 1.538 -6.596 -3.036
H33 2.963 -5.817 -2.399
H34 -0.154 -5.436 -3.932
H35 0.927 -5.647 -5.360
H36 0.258 -2.922 -4.206
H37 -1.006 -3.730 -5.085
H38 0.981 -1.279 -7.119
H39 0.433 -1.130 -5.473
H40 -0.639 -1.617 -6.842
C17 -3.649 -4.129 -2.864
O9 -2.686 -3.142 -3.191
C18 -3.239 -1.827 -3.049
C19 -2.138 -0.889 -2.610
O10 -2.633 0.422 -2.760
C20 -1.722 1.405 -2.268
H41 -4.507 -4.132 -3.534
H42 -3.912 -4.097 -1.801
H43 -3.084 -5.065 -2.915
H44 -4.048 -1.866 -2.318
H45 -3.668 -1.501 -4.001
H46 -1.132 -1.051 -3.007
H47 -2.010 -1.063 -1.531
H48 -1.728 1.275 -1.179
H49 -2.156 2.373 -2.502
H50 -0.734 1.294 -2.712
C21 3.355 9.933 -0.578
O11 2.933 8.590 -0.731
C22 2.901 7.978 0.538
C23 2.035 6.727 0.616
O12 2.210 6.216 1.900
C24 1.504 4.981 2.084
H51 2.582 10.582 -0.148
H52 3.506 10.331 -1.581
H53 4.259 9.972 0.031
H54 2.512 8.638 1.324
H55 3.911 7.669 0.835
H56 2.362 6.087 -0.220
H57 0.987 6.965 0.394
H58 1.277 4.809 3.132
H59 2.183 4.264 1.620
H60 0.540 5.004 1.570
C25 -1.929 -8.374 -4.389
O13 -0.859 -9.066 -3.806
C26 -1.034 -9.432 -2.445
C27 -1.327 -8.272 -1.523
O14 -0.086 -7.585 -1.306
C28 -0.351 -6.296 -0.794
H61 -1.958 -7.305 -4.141
H62 -2.918 -8.808 -4.209
H63 -1.693 -8.394 -5.457
H64 -0.139 -9.952 -2.111
H65 -1.856 -10.161 -2.425
H66 -1.723 -8.585 -0.553
H67 -2.048 -7.593 -1.988
H68 -0.853 -5.648 -1.522
H69 0.614 -5.846 -0.548
H70 -0.891 -6.319 0.159
C29 -1.824 -4.760 2.805
O15 -1.534 -4.073 1.622
C30 -2.577 -4.094 0.645
C31 -3.782 -3.275 1.117
O16 -4.624 -4.087 1.896
C32 -5.745 -3.399 2.414
H71 -0.925 -4.842 3.420
H72 -2.103 -5.804 2.613
H73 -2.582 -4.332 3.466
H74 -2.865 -5.131 0.454
H75 -2.084 -3.609 -0.197
H76 -4.297 -2.844 0.246
H77 -3.390 -2.433 1.694
H78 -6.387 -3.050 1.602
H79 -5.574 -2.692 3.228
H80 -6.329 -4.190 2.900
C33 1.079 -2.223 -1.028
O17 0.321 -1.142 -0.545
C34 0.246 -1.106 0.851
C35 0.070 0.268 1.474
O18 1.077 1.231 1.292
C36 1.383 1.583 -0.056
H81 0.856 -2.288 -2.099
H82 0.835 -3.228 -0.671
H83 2.158 -2.045 -0.986
H84 1.142 -1.484 1.375
H85 -0.500 -1.812 1.245
H86 -0.062 0.113 2.546
H87 -0.883 0.734 1.174
H88 2.224 2.267 0.002
H89 0.508 1.985 -0.570
H90 1.717 0.724 -0.642
C37 -0.471 4.207 -4.093
O19 0.407 3.193 -3.680
C38 1.753 3.501 -3.962
C39 2.624 2.402 -3.358
O20 2.063 1.148 -3.671
C40 2.936 0.048 -3.473
H91 -0.086 5.232 -4.012
H92 -1.355 4.297 -3.453
H93 -0.809 3.985 -5.110
H94 2.100 4.410 -3.460
H95 1.935 3.509 -5.038
H96 2.810 2.526 -2.284
H97 3.620 2.447 -3.824
H98 3.436 0.085 -2.505
H99 3.588 -0.035 -4.348
H100 2.309 -0.845 -3.517
C41 5.027 3.153 0.593
O21 5.993 4.036 1.071
C42 6.407 3.809 2.397
C43 5.292 3.560 3.393
O22 4.939 2.203 3.475
C44 3.628 1.997 3.936
H101 4.959 3.335 -0.483
H102 4.042 3.168 1.071
H103 5.361 2.103 0.634
H104 6.957 4.688 2.738
H105 7.167 3.018 2.447
H106 4.434 4.140 3.021
H107 5.599 3.959 4.367
H108 3.496 2.366 4.964
H109 3.457 0.928 4.063
H110 2.888 2.466 3.284

Results
maximum force = 1.9 eV/A
frontier orbital gap = 9.90 eV
SMILES string = COCCOC.COCCOC.COCCOC.COCCOC.COCCOC.COCCOC.COCCOC.COCCOC.COCCOC.COCCOC.COCCOC

The following is a quantum chemistry calculation of a molecular structure, C11H18AuN4SSeSi, from OMol25.

Atoms and positions in Å:
Au1 -0.439 0.646 0.110
C1 -4.202 -0.998 -1.144
C2 -2.874 -0.345 -0.999
N1 -2.426 0.126 0.113
N2 -3.152 0.090 1.261
C3 -2.449 0.449 2.301
N3 -3.050 0.518 3.492
S1 -0.712 0.835 2.341
C4 -1.969 -0.169 -2.167
C5 -2.257 -0.667 -3.420
C6 -1.406 -0.363 -4.478
C7 -0.308 0.447 -4.260
C8 -0.047 0.882 -2.970
N4 -0.849 0.570 -1.958
H1 -4.755 -0.930 -0.213
H2 -4.070 -2.052 -1.400
H3 -4.774 -0.527 -1.944
H4 -4.037 0.336 3.555
H5 -2.549 0.800 4.315
H6 -3.133 -1.280 -3.572
H7 -1.614 -0.750 -5.466
H8 0.352 0.733 -5.065
H9 0.823 1.479 -2.731
C9 2.453 0.305 3.149
Si1 3.337 0.090 1.534
C10 3.783 -1.676 1.165
C11 4.758 1.262 1.283
Se1 1.938 0.753 -0.241
H10 3.125 0.084 3.983
H11 1.605 -0.374 3.218
H12 2.100 1.331 3.268
H13 4.645 -1.985 1.763
H14 4.045 -1.798 0.113
H15 2.954 -2.347 1.393
H16 5.629 0.971 1.873
H17 4.471 2.276 1.565
H18 5.057 1.278 0.233

Results
charge = +1
maximum force = 0.6 eV/A
frontier orbital gap = 6.74 eV

The following is a quantum chemistry calculation of C6H8N2O3S in the gas phase, from OMol25.

Atoms and positions in Å:
C1 -1.524 1.847 1.006
C2 -0.053 1.904 0.974
C3 -2.260 1.419 -0.025
C4 0.665 1.127 0.258
C5 -0.813 -0.410 -0.847
C6 1.442 -2.875 -0.042
N1 -1.766 0.541 -1.017
N2 1.965 0.860 0.064
O1 2.465 0.135 1.042
O2 2.579 1.090 -0.970
O3 0.007 -2.793 -0.292
S1 -0.867 -1.638 0.455
H1 -1.958 2.569 1.784
H2 0.433 2.842 1.477
H3 -3.224 1.823 -0.113
H4 -0.274 -0.701 -1.625
H5 1.702 -2.960 0.999
H6 1.752 -1.864 -0.531
H7 1.674 -3.791 -0.663
H8 -1.945 0.878 -1.934

Results
maximum force = 6.3 eV/A
frontier orbital gap (alpha / beta) = 7.31 / 7.31 eV

Question: Which of these has the lowest maximum force?
Answer: C11H18AuN4SSeSi

Please write out number 2 again, unchanged.
The following is a quantum chemistry calculation of 13 unconnected molecules or ions with the total composition C4H33N2O14, from OMol25.

Atoms and positions in Å:
O1 0.618 1.554 -3.060
C1 0.210 1.439 -1.871
O2 -0.738 2.132 -1.407
C2 0.860 0.411 -0.957
C3 -0.230 -0.418 -0.253
C4 -0.096 -1.908 -0.518
N1 -1.269 -2.596 -0.002
N2 1.820 1.102 -0.071
H1 1.504 -0.210 -1.586
H2 -1.168 -0.113 -0.707
H3 -0.175 -0.309 0.831
H4 0.137 -2.069 -1.561
H5 0.741 -2.335 0.002
H6 -1.396 -3.558 -0.312
H7 -2.115 -2.119 -0.300
H8 1.916 0.637 0.817
H9 1.454 1.979 0.299
H10 -1.255 -2.161 1.832
H11 -1.788 -0.849 2.539
O3 -1.264 -1.658 2.683
H12 3.170 -1.281 2.244
H13 4.296 -0.444 2.675
O4 4.136 -1.262 2.165
H14 -3.622 -0.537 1.605
H15 -2.331 -0.327 0.827
O5 -3.003 -0.987 1.035
H16 3.257 -0.688 -0.882
H17 4.485 -0.411 -0.140
O6 4.183 -0.952 -0.874
H18 0.033 -0.777 3.573
H19 1.169 -1.491 4.245
O7 0.989 -0.666 3.800
H20 -1.124 -0.765 -3.458
H21 -1.166 0.758 -3.469
O8 -1.719 -0.029 -3.270
H22 2.240 1.964 -3.133
H23 3.524 2.268 -2.476
O9 3.007 2.579 -3.226
H24 -1.345 1.511 1.829
H25 -1.077 1.370 3.266
O10 -1.371 0.808 2.534
H26 -3.009 -1.865 -3.507
H27 -2.727 -3.368 -3.624
O11 -2.709 -2.627 -3.008
H28 2.559 1.731 2.669
H29 2.068 0.547 3.411
O12 2.892 1.084 3.327
H30 -3.656 1.588 -2.888
H31 -3.059 1.959 -1.651
O13 -3.957 1.945 -2.043
H32 -0.810 2.720 0.158
H33 -1.848 3.712 0.892
O14 -1.241 2.980 1.000

Results
charge = -1
maximum force = 2.1 eV/A
frontier orbital gap = 9.09 eV

Question: Number 2 is which compound?
Answer: C4H33N2O14